{"formula": "C40H23BrCaF5N7O5Se", "method": "ωB97M-V with the def2-TZVPD basis set", "e_homo_ev": -2.47, "gap_ev": 6.49, "lumo_ha": 0.1478, "de_lowest_kj_mol": 379.3, "total_charge": -2, "symbols": ["Ca", "O", "C", "O", "C", "C", "C", "N", "C", "C", "C", "C", "C", "C", "C", "N", "C", "C", "C", "C", "C", "N", "H", "H", "H", "H", "H", "H", "H", "H", "H", "H", "O", "C", "N", "C", "C", "C", "C", "C", "C", "N", "C", "C", "C", "C", "C", "N", "H", "H", "H", "H", "H", "H", "H", "H", "H", "H", "Br", "C", "C", "N", "C", "C", "C", "C", "O", "O", "H", "H", "H", "F", "C", "C", "F", "C", "F", "C", "Se", "C", "F", "C", "F"], "xyz": [[0.07254, 0.07966, -0.38539], [-4.79341, -1.46052, 4.57045], [-4.61061, -2.18536, 3.57799], [-5.21100, -3.21905, 3.23076], [-3.36826, -1.82872, 2.71865], [-3.23544, -2.36286, 1.44036], [-2.14664, -1.99312, 0.66496], [-1.20406, -1.19016, 1.15165], [-1.27402, -0.72523, 2.39152], [-2.36592, -0.99453, 3.20286], [0.36916, 1.42350, 2.33328], [-0.26229, 1.91126, 3.66407], [0.52616, 2.86308, 4.49434], [1.83594, 2.95805, 4.25987], [2.45554, 2.18393, 3.16641], [1.83678, 1.49456, 2.30220], [-1.88759, -2.50873, -0.71762], [-2.87262, -3.18297, -1.43272], [-2.58902, -3.64886, -2.70338], [-1.32472, -3.44769, -3.22222], [-0.40118, -2.76806, -2.44087], [-0.66177, -2.30840, -1.22762], [-3.99616, -3.05712, 1.11258], [-2.45784, -0.57948, 4.19533], [-1.29984, 2.22887, 3.51291], [0.03482, 3.48424, 5.23416], [2.47291, 3.62926, 4.82391], [3.53872, 2.24652, 3.07435], [-3.85304, -3.31111, -0.99888], [-3.35364, -4.15290, -3.28053], [-1.05247, -3.78040, -4.21397], [0.59243, -2.56487, -2.81767], [-0.24036, 0.56576, 4.20553], [-0.02369, -0.01147, 2.90557], [-0.19597, 1.78108, 1.11170], [0.24739, 3.04566, 0.54660], [-0.23549, 3.14256, -0.88800], [-1.31270, 3.95338, -1.22851], [-1.76938, 3.96734, -2.53432], [-1.12756, 3.17820, -3.47209], [-0.07190, 2.39154, -3.04290], [0.36998, 2.36191, -1.79320], [1.12771, -0.98814, 2.89048], [1.78211, -1.33324, 4.06377], [2.88210, -2.17078, 3.97393], [3.29224, -2.61117, 2.72822], [2.56784, -2.20522, 1.61574], [1.49553, -1.43318, 1.69088], [1.34488, 3.15133, 0.52353], [-0.14619, 3.91706, 1.10560], [-1.79547, 4.53928, -0.45718], [-2.62941, 4.56497, -2.81061], [-1.46740, 3.12284, -4.49576], [0.42734, 1.71978, -3.73192], [1.43416, -0.93001, 5.00162], [3.42240, -2.46367, 4.86712], [4.16326, -3.24028, 2.60549], [2.86784, -2.50054, 0.61746], [-7.75173, -0.96864, -0.03828], [-6.03330, -0.16088, 0.08320], [-5.61927, 0.37429, 1.29183], [-4.44218, 0.96906, 1.42933], [-3.62066, 0.98350, 0.38424], [-3.94794, 0.45184, -0.86060], [-5.20762, -0.10874, -1.02277], [-2.94724, 0.42642, -2.01131], [-3.36381, 0.48269, -3.16797], [-1.74824, 0.28293, -1.63338], [-6.25052, 0.30330, 2.16910], [-2.64364, 1.42184, 0.55217], [-5.50051, -0.50211, -1.98738], [4.76990, -0.65189, -6.36003], [4.46433, -0.37934, -5.07691], [5.44428, 0.03975, -4.18969], [6.71147, 0.17403, -4.62051], [5.11809, 0.31462, -2.87297], [6.13022, 0.71171, -2.08426], [3.82473, 0.19293, -2.36346], [3.36403, 0.56801, -0.55639], [2.87564, -0.22329, -3.29239], [1.58404, -0.37732, -2.92261], [3.16320, -0.50996, -4.61455], [2.19652, -0.91732, -5.45272]]}